# 1
{"formula": "C5H9NO2", "method": "the ωB97M-V functional and the def2-TZVPD basis", "homo_ha": [-0.2924, -0.2795], "energy_ev": -10911.1002, "e_above_lowest_kcal_mol": 126.3, "spin_multiplicity": 1, "homo_lumo_gap_ha": [0.298, 0.279], "symbols": ["C", "C", "C", "N", "C", "O", "C", "O", "H", "H", "H", "H", "H", "H", "H", "H", "H"], "coordinates": [[-0.65034, 1.17353, 0.92012], [-0.50500, -1.89602, -0.25296], [1.60174, 0.11843, -0.29863], [-0.88665, -0.50713, -0.33010], [0.13229, 0.38989, -0.54159], [-0.65571, 0.55736, 2.14053], [-0.09395, 1.28725, -1.76589], [-0.73720, 2.20005, -2.11364], [-1.35126, -0.11353, 2.13850], [-1.60862, 1.50504, 0.53485], [0.08207, 1.97932, 0.98262], [-0.12556, -2.24151, -1.22842], [0.27081, -2.11292, 0.49879], [-1.39145, -2.48762, -0.01529], [1.97830, -0.66253, -0.95432], [2.18704, 1.02840, -0.44717], [1.75349, -0.21801, 0.73260]]}

=====

# 2
{"formula": "C5H9NO2", "method": "the ωB97M-V functional and the def2-TZVPD basis", "homo_ha": -0.2584, "energy_ev": -10912.3082, "e_above_lowest_kcal_mol": 98.4, "spin_multiplicity": 1, "homo_lumo_gap_ha": 0.265, "symbols": ["C", "C", "C", "C", "N", "C", "O", "O", "H", "H", "H", "H", "H", "H", "H", "H", "H"], "coordinates": [[-0.44516, 1.40952, -0.24831], [0.75445, 1.59283, -1.12040], [-1.23387, 0.29709, -0.27424], [0.40816, -1.15198, 0.58669], [1.40172, -1.44374, -0.20044], [-0.03465, -1.29266, 1.80828], [-2.39488, 0.33351, 0.47600], [-0.97662, -0.85597, -0.84057], [-2.83480, -0.50584, 0.27960], [-0.77628, 2.24209, 0.35890], [2.20489, -0.83133, -0.28165], [1.17322, -1.92518, -1.06272], [0.78099, 0.84509, -1.91592], [0.75071, 2.58020, -1.59211], [1.70647, 1.50910, -0.56963], [0.36277, -2.10890, 2.40073], [-0.84712, -0.69383, 2.19578]]}

=====

# 3
{"formula": "C5H9NO2", "method": "the ωB97M-V functional and the def2-TZVPD basis", "homo_ha": -0.3345, "energy_ev": -10916.2973, "e_above_lowest_kcal_mol": 6.4, "spin_multiplicity": 1, "homo_lumo_gap_ha": 0.365, "symbols": ["N", "C", "C", "C", "C", "C", "O", "O", "H", "H", "H", "H", "H", "H", "H", "H", "H"], "coordinates": [[1.04654, -0.14656, -0.68556], [1.42364, -0.83808, 0.56743], [0.47693, -0.33910, 1.65646], [-0.74364, 0.13541, 0.85721], [-0.14024, 0.68390, -0.43566], [-1.16495, 0.66598, -1.54639], [-1.12153, -0.44455, -2.29078], [-1.96097, 1.54760, -1.75138], [1.79183, 0.46793, -0.98158], [1.30602, -1.91497, 0.44785], [2.48408, -0.67114, 0.74993], [0.92610, 0.47588, 2.24093], [0.18512, -1.10432, 2.36477], [-1.36795, -0.73594, 0.65520], [-1.40465, 0.85441, 1.34172], [0.11225, 1.72343, -0.25374], [-1.84859, -0.35987, -2.93639]]}

=====

# 4
{"formula": "C5H9NO2", "method": "the ωB97M-V functional and the def2-TZVPD basis", "homo_ha": -0.3231, "energy_ev": -10915.1001, "e_above_lowest_kcal_mol": 34.0, "spin_multiplicity": 1, "homo_lumo_gap_ha": 0.342, "symbols": ["C", "C", "C", "C", "H", "H", "H", "H", "H", "H", "N", "C", "O", "O", "H", "H", "H"], "coordinates": [[-1.29719, -2.68664, 0.56410], [-0.21083, -1.90988, 0.34449], [0.56398, -2.03567, -0.86557], [1.62915, -1.31431, -1.26642], [-1.67187, -3.49806, -0.08946], [-1.78825, -2.59767, 1.53121], [-0.06082, -1.05179, 1.00288], [0.28555, -2.94787, -1.42304], [2.18721, -1.56828, -2.17072], [2.04720, -0.54303, -0.58097], [-0.74268, 1.89242, -0.83524], [0.01451, 1.86454, 0.29879], [-0.77916, 2.06557, 1.37903], [1.21010, 1.66060, 0.44473], [-1.60464, 1.41039, -0.82470], [-0.25638, 1.75749, -1.72307], [-1.58443, 2.47435, 1.08220]]}

=====

# 5
{"formula": "C5H9NO2", "method": "the ωB97M-V functional and the def2-TZVPD basis", "homo_ha": -0.2898, "energy_ev": -10914.3901, "e_above_lowest_kcal_mol": 50.4, "spin_multiplicity": 1, "homo_lumo_gap_ha": 0.317, "symbols": ["C", "C", "C", "N", "C", "C", "O", "O", "H", "H", "H", "H", "H", "H", "H", "H", "H"], "coordinates": [[0.15199, -0.49256, -0.95536], [1.39554, -0.16542, -0.16247], [-0.99154, -0.20835, 0.00295], [-1.00444, -1.14666, 1.04130], [1.45112, 0.99969, 0.51168], [-2.00935, 0.60873, -0.30441], [2.35907, -1.12426, 0.04062], [0.75874, 2.14355, 0.24994], [2.28449, -1.80416, -0.63906], [-0.06539, 1.92208, -0.21496], [-1.78547, -1.06499, 1.67621], [-0.14655, -1.30713, 1.54782], [2.27706, 1.18591, 1.18358], [0.07717, 0.14813, -1.83660], [0.15350, -1.54488, -1.25071], [-2.84205, 0.74226, 0.36487], [-2.06389, 1.10805, -1.25541]]}

=====

# 6
{"formula": "C5H9NO2", "method": "the ωB97M-V functional and the def2-TZVPD basis", "homo_ha": -0.2983, "energy_ev": -10915.9495, "e_above_lowest_kcal_mol": 14.4, "spin_multiplicity": 1, "homo_lumo_gap_ha": 0.324, "symbols": ["O", "C", "O", "C", "C", "C", "C", "N", "H", "H", "H", "H", "H", "H", "H", "H", "H"], "coordinates": [[2.37376, 0.85003, -1.56444], [2.07565, 1.04876, -0.42710], [2.67842, 1.97063, 0.36805], [0.99219, 0.35174, 0.38621], [-0.26183, 0.18143, -0.47006], [-1.35544, -0.74661, 0.01488], [-2.60792, -0.31535, 0.16564], [-0.89780, -2.01669, 0.27298], [3.30620, 2.49265, -0.15486], [0.75373, 0.97308, 1.22086], [1.42216, -0.60507, 0.67017], [-0.71784, 1.16536, -0.60057], [-0.03189, -0.07884, -1.50830], [-3.38480, -1.04368, 0.38530], [-2.89479, 0.72349, 0.17515], [0.06660, -2.22896, 0.43269], [-1.51641, -2.72196, 0.63338]]}

=====

# 7
{"formula": "C5H9NO2", "method": "the ωB97M-V functional and the def2-TZVPD basis", "homo_ha": -0.3234, "energy_ev": -10912.2254, "e_above_lowest_kcal_mol": 100.3, "spin_multiplicity": 1, "homo_lumo_gap_ha": 0.315, "symbols": ["C", "C", "C", "N", "O", "H", "H", "H", "H", "H", "C", "C", "O", "H", "H", "H", "H"], "coordinates": [[1.02624, 1.55700, -0.63297], [0.54188, 0.13066, -0.54568], [-0.67157, -0.11959, -1.84533], [-0.57714, -1.22552, -2.43534], [1.28875, -0.84549, -0.46525], [0.16790, -1.78915, -1.98293], [-1.24129, 0.73281, -2.22746], [1.54280, 1.71635, -1.58021], [1.73928, 1.73973, 0.17351], [0.19542, 2.25249, -0.51237], [-0.48630, -1.13261, 2.08667], [-0.69314, 0.15051, 1.35584], [-0.72407, 1.26723, 1.79541], [-0.89063, 0.00281, -0.00359], [0.51207, -1.54251, 1.92089], [-0.57948, -0.97095, 3.16197], [-1.15072, -1.92378, 1.73685]]}

=====

# 8
{"formula": "C5H9NO2", "method": "the ωB97M-V functional and the def2-TZVPD basis", "homo_ha": -0.2554, "energy_ev": -10913.0782, "e_above_lowest_kcal_mol": 80.7, "spin_multiplicity": 1, "homo_lumo_gap_ha": 0.266, "symbols": ["C", "C", "C", "C", "C", "N", "O", "O", "H", "H", "H", "H", "H", "H", "H", "H", "H"], "coordinates": [[-1.15599, -1.92980, 0.78644], [-0.87328, -0.63855, 0.95121], [2.25141, -0.28363, -0.03846], [-0.29406, 1.79746, 0.38961], [-0.09364, 0.28234, 0.10135], [-0.12332, -0.00493, -1.32402], [2.61375, 0.24198, 0.94083], [2.31987, -0.85015, -1.09969], [-1.61052, -2.55530, 1.54245], [-0.78087, -2.30416, -0.23750], [-1.13055, -0.17846, 2.01138], [-1.25644, 2.10155, 0.26812], [0.38406, 2.32573, -0.34018], [0.07223, 2.24278, 1.28713], [0.42995, 0.73901, -1.87482], [-1.14245, -0.12687, -1.82392], [0.38985, -0.85901, -1.53992]]}

=====

# 9
{"formula": "C5H9NO2", "method": "the ωB97M-V functional and the def2-TZVPD basis", "homo_ha": -0.3314, "energy_ev": -10913.5100, "e_above_lowest_kcal_mol": 70.7, "spin_multiplicity": 1, "homo_lumo_gap_ha": 0.364, "symbols": ["C", "C", "C", "C", "C", "O", "O", "N", "H", "H", "H", "H", "H", "H", "H", "H", "H"], "coordinates": [[-0.63996, 0.50818, 0.21818], [-0.43915, 1.94874, 0.64791], [-2.08390, 0.06181, 0.08943], [2.15320, -1.59191, -1.08769], [1.22946, -0.98628, -0.12559], [-0.04351, -0.41815, 1.58243], [0.16773, 0.09350, -0.76239], [0.93166, -1.13265, 1.05764], [-0.97185, 2.14338, 1.57623], [0.62160, 2.14443, 0.79299], [-0.81370, 2.61241, -0.13274], [-2.12101, -1.00208, -0.13722], [-2.62094, 0.25395, 1.01493], [-2.55985, 0.61024, -0.72517], [2.28527, -0.94982, -1.95881], [3.13419, -1.73694, -0.63641], [1.77075, -2.55881, -1.41371]]}

=====

# 10
{"formula": "C5H9NO2", "method": "the ωB97M-V functional and the def2-TZVPD basis", "homo_ha": -0.2976, "energy_ev": -10912.6320, "e_above_lowest_kcal_mol": 90.9, "spin_multiplicity": 1, "homo_lumo_gap_ha": 0.325, "symbols": ["C", "C", "C", "C", "C", "H", "H", "H", "H", "H", "H", "H", "H", "H", "N", "O", "O"], "coordinates": [[1.89489, 1.39925, 0.49420], [-0.03304, 0.05183, 0.83427], [-1.25850, 0.04130, 1.43309], [-1.54123, -1.34016, -0.28530], [-0.17507, -0.61598, -0.58508], [2.97406, 1.62606, 0.85046], [1.30254, 2.50314, 0.55395], [1.92797, 0.84442, -0.51952], [-1.44601, 0.33366, 2.44684], [-1.26189, -2.40053, 0.26079], [-2.18146, -1.52332, -1.12551], [0.60916, -1.37928, -0.63655], [-0.18395, -0.44502, -2.47328], [0.69687, 0.77645, -1.67941], [-0.14072, 0.24827, -1.65223], [1.09944, 0.52757, 1.35371], [-2.28305, -0.64766, 0.72957]]}

=====

# 11
{"formula": "C5H9NO2", "method": "the ωB97M-V functional and the def2-TZVPD basis", "homo_ha": -0.3052, "energy_ev": -10914.8470, "e_above_lowest_kcal_mol": 39.9, "spin_multiplicity": 1, "homo_lumo_gap_ha": 0.333, "symbols": ["C", "C", "C", "C", "C", "O", "O", "N", "H", "H", "H", "H", "H", "H", "H", "H", "H"], "coordinates": [[2.30199, 0.32993, 1.25586], [-1.30043, -1.39310, -1.04238], [1.30379, -0.01689, 0.18691], [-0.96423, -0.38226, -0.00052], [-1.59962, 0.77749, 0.19474], [0.17425, -0.59281, 0.77297], [-2.78724, 1.06723, -0.42871], [1.41721, 0.08193, -1.06361], [-3.10188, 1.92752, -0.14219], [2.31001, 0.43124, -1.39240], [-1.27943, 1.45297, 0.97870], [3.30027, 0.41392, 0.83363], [2.02000, 1.26821, 1.72343], [2.31622, -0.44288, 2.01792], [-2.34959, -1.31806, -1.29763], [-1.06739, -2.39211, -0.66596], [-0.69394, -1.21233, -1.93076]]}

=====

# 12
{"formula": "C5H9NO2", "method": "the ωB97M-V functional and the def2-TZVPD basis", "homo_ha": -0.3035, "energy_ev": -10914.6275, "e_above_lowest_kcal_mol": 44.9, "spin_multiplicity": 1, "homo_lumo_gap_ha": 0.331, "symbols": ["C", "C", "C", "C", "C", "N", "O", "O", "H", "H", "H", "H", "H", "H", "H", "H", "H"], "coordinates": [[1.40521, 1.98986, 1.55479], [0.66962, -1.38110, -1.15566], [-0.61879, 0.29039, 1.37310], [0.25201, 1.12868, 1.37279], [-0.59673, -0.82948, -1.73517], [-1.57391, -0.64421, 1.56339], [-0.37434, -0.24721, -2.94433], [-1.72773, -1.04537, -1.36735], [-1.21605, -0.07098, -3.39367], [-1.98312, -0.94482, 0.68296], [-2.30567, -0.35533, 2.19956], [2.32276, 1.47201, 1.26902], [1.49397, 2.26520, 2.60680], [1.30319, 2.90489, 0.96814], [1.48655, -1.27777, -1.86278], [0.54436, -2.42637, -0.88133], [0.91867, -0.82843, -0.25025]]}

=====

# 13
{"formula": "C5H9NO2", "method": "the ωB97M-V functional and the def2-TZVPD basis", "homo_ha": -0.3553, "energy_ev": -10915.8116, "e_above_lowest_kcal_mol": 17.6, "spin_multiplicity": 1, "homo_lumo_gap_ha": 0.383, "symbols": ["C", "C", "C", "N", "C", "C", "O", "O", "H", "H", "H", "H", "H", "H", "H", "H", "H"], "coordinates": [[0.34484, -0.52642, -0.16280], [-0.48858, 0.72613, 0.11599], [-1.96950, 0.44930, -0.02871], [-2.45489, -0.60152, 0.68965], [1.80827, -0.32523, -0.45805], [2.42379, 0.79731, -0.85403], [0.27648, -1.37410, 0.99477], [-2.71671, 1.15559, -0.69521], [0.87330, -0.99070, 1.66318], [-0.08990, -1.09601, -0.99244], [-3.42559, -0.85092, 0.55549], [-1.82281, -1.30131, 1.07012], [-0.31708, 1.10395, 1.13122], [-0.25739, 1.52641, -0.59425], [2.42222, -1.22068, -0.35675], [1.90075, 1.73158, -1.02726], [3.49279, 0.79664, -1.05090]]}

=====

# 14
{"formula": "C5H9NO2S", "method": "the ωB97M-V functional and the def2-TZVPD basis", "homo_ha": [-0.2248, -0.3288], "energy_ev": -21741.8948, "e_above_lowest_kcal_mol": 109.3, "spin_multiplicity": 3, "homo_lumo_gap_ha": [0.228, 0.214], "symbols": ["C", "C", "C", "C", "C", "N", "O", "O", "S", "H", "H", "H", "H", "H", "H", "H", "H", "H"], "coordinates": [[2.64101, -2.06772, -0.04790], [-1.46360, 0.65494, -1.09055], [-2.45034, 1.50588, -0.41291], [-1.63334, 0.38370, 0.17137], [-1.37693, -0.33781, 1.49456], [2.51277, -0.97340, 0.53678], [1.01009, 1.11119, 0.86296], [2.48827, 0.66750, -1.08734], [1.37242, 0.11464, -0.12178], [3.20057, -2.86130, 0.34871], [2.41499, -2.15768, -1.17712], [-1.14226, 0.25846, -1.97189], [2.08570, 1.37255, -1.88122], [-2.32687, 2.57671, -0.43973], [-3.50055, 1.22408, -0.62022], [-2.23419, -0.32258, 2.08243], [-0.56077, 0.18998, 1.92213], [-1.03696, -1.33912, 1.43173]]}

=====

# 15
{"formula": "C5H9NO2S2", "method": "the ωB97M-V functional and the def2-TZVPD basis", "homo_ha": -0.3261, "energy_ev": -32584.1487, "e_above_lowest_kcal_mol": 46.4, "spin_multiplicity": 1, "homo_lumo_gap_ha": 0.327, "symbols": ["C", "C", "C", "C", "C", "N", "O", "O", "S", "S", "H", "H", "H", "H", "H", "H", "H", "H", "H"], "coordinates": [[-0.04755, 1.63023, -0.03330], [-1.44759, 2.12780, 0.23499], [1.05237, -0.37644, 0.18638], [1.12347, -0.96984, -1.17547], [1.70250, -1.11067, 1.29704], [0.60064, 0.70227, 0.60944], [-3.60967, -0.46168, -0.16223], [-1.31696, -1.44190, 0.34939], [-1.47559, 1.29897, -1.47296], [-2.36830, -1.05598, -0.60477], [0.49238, 2.31044, -0.70324], [-2.01154, 1.46794, 0.91638], [-1.52906, 3.16389, 0.10002], [0.52698, -1.92142, -1.05966], [2.18949, -1.05729, -1.40878], [0.52967, -0.35242, -1.83820], [2.09142, -0.42354, 2.11282], [2.58603, -1.73386, 0.90516], [0.91133, -1.79650, 1.74699]]}